# 1
{"formula": "C12H27N5O7Tl", "method": "the ωB97M-V functional and the def2-TZVPD basis", "charge": 1, "homo_energy_ev": [-9.13, -8.24], "e_lumo_ev": [-4.140, -5.148], "species": ["O", "H", "Tl", "N", "N", "N", "N", "O", "O", "O", "O", "C", "C", "C", "C", "C", "H", "H", "H", "C", "H", "H", "H", "C", "C", "H", "H", "H", "H", "H", "H", "H", "H", "C", "H", "H", "H", "O", "H", "H", "C", "N", "C", "C", "O", "H", "H", "H", "H", "H", "H", "H"], "xyz": [[1.84715, -0.88473, -3.03709], [2.04375, -1.43467, -3.91593], [-0.13487, -1.18762, 0.07570], [-1.27544, -1.14947, -1.77263], [-0.82535, 1.31367, -1.17856], [0.98534, -1.79169, 1.78126], [0.63900, 0.77001, 1.58592], [-1.72009, -2.35130, -1.70375], [1.26588, -3.16880, 1.66398], [0.22647, 2.05951, 1.56011], [-0.76066, 2.53806, -0.74414], [-1.38170, 1.13012, -2.41416], [-1.57507, -0.23135, -2.75894], [1.26033, -1.08943, 2.88727], [1.02251, 0.33402, 2.79695], [-1.93425, -0.80630, -4.05046], [-1.02628, -1.10768, -4.58525], [-2.48391, -0.08682, -4.64786], [-2.53232, -1.70145, -3.86651], [-1.76978, 2.25167, -3.29666], [-0.89859, 2.84438, -3.58798], [-2.49187, 2.91161, -2.80806], [-2.23103, 1.86858, -4.20584], [1.69148, -1.77115, 4.11016], [1.10179, 1.17499, 4.00503], [2.04350, -2.78179, 3.88598], [0.86466, -1.83739, 4.82940], [2.49513, -1.19514, 4.57495], [0.71542, 2.16723, 3.80909], [2.13224, 1.25562, 4.34691], [0.53394, 0.72790, 4.81910], [1.32078, -3.35492, 0.69671], [-0.13556, 2.28366, 0.60856], [2.71416, 0.70216, -2.22017], [2.61263, 0.81732, -3.27621], [3.08940, -0.12028, -1.62421], [2.04297, 1.30831, -1.53626], [1.28387, -2.19355, -1.08936], [1.64387, -1.51667, -2.16290], [2.24641, -2.34788, -0.83097], [-4.06802, -1.35990, 2.23536], [-3.66957, 0.01932, 2.05067], [-4.38550, 1.11215, 2.65566], [-2.56989, 0.27643, 1.37064], [-1.98703, -0.78345, 0.99081], [-5.00024, -1.30544, 2.76522], [-3.33746, -1.89800, 2.82165], [-4.20120, -1.84939, 1.28233], [-3.78291, 1.60408, 3.45417], [-4.64702, 1.88853, 1.90117], [-5.29654, 0.69226, 3.09337], [-2.22901, 1.31238, 1.13767]], "lowdin_charge": [-0.181, 0.174, 1.125, -0.226, -0.114, -0.077, 0.007, -0.170, -0.008, -0.033, -0.192, -0.276, -0.254, -0.211, -0.251, -0.017, 0.098, 0.074, 0.089, -0.023, 0.092, 0.091, 0.068, 0.017, -0.001, 0.098, 0.121, 0.105, 0.086, 0.104, 0.099, 0.090, 0.032, 0.270, 0.060, 0.049, 0.073, -0.304, -0.032, 0.082, 0.005, -0.164, -0.025, -0.198, -0.129, 0.090, 0.102, 0.110, 0.108, 0.113, 0.093, 0.160]}


# 2
{"formula": "C12H27NO2", "method": "the ωB97M-V functional and the def2-TZVPD basis", "charge": 0, "homo_energy_ev": -8.46, "relative_energy_kj_mol": 81.4, "e_lumo_ev": 0.720, "species": ["C", "C", "C", "C", "C", "C", "C", "C", "C", "N", "O", "H", "H", "H", "H", "H", "H", "H", "H", "H", "H", "H", "H", "H", "H", "H", "H", "H", "H", "H", "C", "C", "C", "O", "H", "H", "H", "H", "H", "H", "H", "H"], "xyz": [[-10.64523, 3.88111, -17.16558], [-11.22966, 2.91189, -16.07780], [-12.16126, 3.65454, -15.17150], [-11.96330, 1.84475, -16.87694], [-12.26693, 0.61918, -15.99653], [-10.99041, -0.00609, -15.41186], [-10.16191, 1.06462, -14.64295], [-10.62818, 1.27318, -13.18678], [-8.72114, 0.49542, -14.60963], [-10.05439, 2.30245, -15.43979], [-9.30693, 3.24605, -14.73082], [-10.16429, 4.67261, -16.58890], [-10.00372, 3.28996, -17.81729], [-11.40796, 4.25640, -17.84869], [-12.88382, 2.97100, -14.71096], [-11.63151, 4.09813, -14.32798], [-12.76427, 4.36455, -15.73897], [-12.88752, 2.18271, -17.34985], [-11.43069, 1.36248, -17.70790], [-12.82649, 0.93252, -15.10990], [-12.77406, -0.11378, -16.62818], [-10.33937, -0.44793, -16.16498], [-11.38442, -0.76066, -14.73242], [-11.16102, 0.37072, -12.89218], [-11.35732, 2.08750, -13.19116], [-9.81591, 1.57905, -12.53735], [-8.05853, 1.15862, -14.05094], [-8.32244, 0.57469, -15.62883], [-8.63340, -0.54785, -14.31477], [-8.57692, 3.45415, -15.32431], [-17.63547, 2.90447, -16.67735], [-17.38788, 2.93021, -15.18454], [-15.92401, 2.63908, -14.90617], [-17.73094, 4.25702, -14.73030], [-17.41829, 1.91235, -17.07466], [-16.97992, 3.61664, -17.18316], [-18.64585, 3.20936, -16.95057], [-18.04042, 2.24549, -14.63614], [-15.85020, 1.56693, -15.14616], [-15.61595, 2.68826, -13.86012], [-15.24254, 3.18241, -15.55477], [-17.24872, 4.46745, -13.92875]], "nbo_charge": [-0.608, 0.107, -0.648, -0.408, -0.392, -0.400, 0.127, -0.642, -0.614, -0.201, -0.591, 0.211, 0.213, 0.208, 0.203, 0.232, 0.217, 0.214, 0.208, 0.190, 0.209, 0.206, 0.211, 0.209, 0.209, 0.223, 0.212, 0.209, 0.211, 0.473, -0.621, 0.095, -0.641, -0.736, 0.207, 0.210, 0.222, 0.162, 0.212, 0.210, 0.214, 0.466]}


# 3
{"formula": "C12H28", "method": "the ωB97M-V functional and the def2-TZVPD basis", "charge": 0, "homo_energy_ev": -10.92, "relative_energy_kj_mol": 0.0, "e_lumo_ev": 1.051, "species": ["C", "C", "C", "C", "C", "C", "H", "H", "H", "H", "H", "H", "H", "H", "H", "H", "H", "H", "H", "H", "C", "C", "C", "C", "C", "C", "H", "H", "H", "H", "H", "H", "H", "H", "H", "H", "H", "H", "H", "H"], "xyz": [[0.30651, -0.51216, -1.90254], [1.70338, -0.77279, -1.40794], [2.13631, 0.16683, -0.28951], [3.64660, 0.29368, -0.16945], [4.38423, -1.02531, 0.03995], [5.87889, -0.80228, 0.15826], [-0.48430, -0.68315, -1.17463], [0.09317, -1.06588, -2.82077], [0.20993, 0.53229, -2.22970], [1.79842, -1.80174, -1.05578], [2.39370, -0.65161, -2.25062], [1.73212, -0.19029, 0.66518], [1.73528, 1.17106, -0.45480], [4.00475, 0.78664, -1.08549], [3.91752, 0.95635, 0.65681], [4.01092, -1.42376, 0.99536], [4.15249, -1.75256, -0.73413], [6.40484, -1.71989, 0.41989], [6.28074, -0.46851, -0.80307], [6.08194, -0.03534, 0.90476], [-4.92606, 0.25691, -1.69884], [-3.57975, 0.71289, -1.15546], [-3.41607, 0.48123, 0.34115], [-2.11909, 1.05867, 0.90267], [-2.02235, 0.96458, 2.41453], [-1.82100, -0.46472, 2.92867], [-5.10067, 0.73031, -2.66696], [-5.70669, 0.60703, -1.02217], [-5.00204, -0.82049, -1.82839], [-2.73456, 0.23332, -1.66221], [-3.45467, 1.77667, -1.38556], [-3.46094, -0.59767, 0.52368], [-4.26736, 0.91298, 0.88124], [-1.25979, 0.52714, 0.48402], [-2.05543, 2.11012, 0.60762], [-1.19477, 1.58925, 2.76004], [-2.93418, 1.37936, 2.85601], [-0.78806, -0.79384, 2.81744], [-2.04073, -0.50727, 3.99954], [-2.50325, -1.15804, 2.44122]], "nbo_charge": [-0.602, -0.402, -0.391, -0.383, -0.398, -0.599, 0.201, 0.209, 0.200, 0.199, 0.193, 0.192, 0.199, 0.188, 0.198, 0.189, 0.199, 0.208, 0.200, 0.201, -0.603, -0.390, -0.393, -0.392, -0.388, -0.610, 0.208, 0.200, 0.204, 0.196, 0.191, 0.192, 0.190, 0.194, 0.199, 0.200, 0.191, 0.202, 0.208, 0.201]}


# 4
{"formula": "C12H28BaO16", "method": "the ωB97M-V functional and the def2-TZVPD basis", "charge": -1, "spin_multiplicity": 2, "s_squared": 0.758, "homo_energy_ev": [-4.85, -4.79], "e_lumo_ev": [2.130, -1.488], "species": ["Ba", "O", "C", "O", "O", "H", "O", "C", "O", "O", "H", "O", "C", "O", "O", "H", "O", "C", "O", "O", "H", "C", "C", "O", "H", "H", "H", "H", "H", "H", "C", "C", "O", "H", "H", "H", "H", "H", "H", "C", "C", "O", "H", "H", "H", "H", "H", "H", "C", "C", "O", "H", "H", "H", "H", "H", "H"], "xyz": [[-8.41866, -13.32201, -10.10893], [-10.39386, -13.98999, -5.78741], [-10.68637, -13.14464, -6.75533], [-11.67247, -12.42263, -6.55136], [-9.97300, -12.98384, -7.74265], [-11.07220, -13.78369, -5.14019], [-12.21155, -14.56304, -11.89269], [-12.28270, -13.52861, -11.13578], [-11.24391, -12.91592, -10.93754], [-13.30997, -13.28324, -10.47509], [-13.05137, -14.97208, -11.67137], [-5.86400, -16.74385, -12.23231], [-6.20581, -15.50386, -12.25448], [-6.35641, -14.98399, -13.37236], [-6.32092, -14.81247, -11.23695], [-5.93507, -16.66824, -13.18668], [-8.18710, -8.82973, -8.92584], [-9.19865, -9.57487, -9.35991], [-9.01708, -10.65864, -9.89887], [-10.32163, -9.13460, -9.15260], [-8.73218, -8.08555, -8.65998], [-4.27855, -12.55356, -7.35746], [-5.55721, -11.87807, -7.87574], [-5.92323, -12.55996, -9.08086], [-3.90159, -12.13931, -6.42237], [-3.46486, -12.35334, -8.05452], [-4.35885, -13.63530, -7.25023], [-5.48434, -10.83402, -8.18025], [-6.23213, -12.07803, -7.04351], [-5.12121, -12.61549, -9.60553], [-6.26066, -10.08581, -11.91457], [-5.77823, -11.44870, -12.28703], [-6.86543, -12.33333, -12.28597], [-5.41370, -9.44860, -11.66017], [-6.98678, -10.08264, -11.10164], [-6.72877, -9.46546, -12.67886], [-5.08830, -11.87231, -11.55720], [-5.24904, -11.40641, -13.23902], [-6.59876, -13.19569, -12.61282], [-7.89055, -16.51212, -6.45694], [-7.26556, -15.16312, -6.66073], [-7.18990, -14.88759, -8.06442], [-7.92826, -16.80012, -5.40636], [-7.25382, -17.17146, -7.04680], [-8.86071, -16.64863, -6.93472], [-6.23281, -15.24371, -6.32155], [-7.73075, -14.40748, -6.02773], [-6.48273, -15.45913, -8.37241], [-10.42287, -17.59750, -10.11732], [-9.18394, -17.04955, -10.83523], [-9.43436, -15.74469, -11.22552], [-10.81910, -16.86683, -9.41219], [-10.22210, -18.58919, -9.71191], [-11.25680, -17.66430, -10.81603], [-8.91376, -17.63224, -11.71589], [-8.32196, -17.00703, -10.16943], [-10.25159, -15.55297, -11.69135]], "nbo_charge": [1.877, -0.708, 0.935, -0.580, -0.677, 0.493, -0.697, 0.915, -0.571, -0.573, 0.494, -0.694, 0.930, -0.822, -0.865, 0.500, -0.738, 0.944, -0.871, -0.778, 0.487, -0.636, -0.071, -0.755, 0.209, 0.192, 0.209, 0.196, 0.188, 0.478, -0.651, -0.044, -0.793, 0.192, 0.262, 0.206, 0.131, 0.157, 0.520, -0.625, -0.066, -0.752, 0.209, 0.187, 0.220, 0.146, 0.204, 0.485, -0.641, -0.050, -0.783, 0.220, 0.208, 0.196, 0.165, 0.184, 0.504]}


E_tot? In order: -39338.467, -18465.238, -12898.523, -46355.333 eV.
M? In order: 557.76, 217.35, 172.36, 565.67 g mol⁻¹.